# 1
19
Properties=species:S:1:pos:R:3:forces:R:3 method="wB97M-V/def2-TZVPD" e_above_lowest_ev=1.664 lumo_ev="-7.9873 / -6.7100" energy_ev=-17007.5123 total_charge=+1 homo_lumo_gap_ev="4.9 / 7.0"
C 0.681833 -0.758927 0.204258 -0.641 1.479 1.037
C 2.130250 -1.669428 -1.426855 2.232 0.400 0.481
C -0.410841 2.425809 1.243450 0.198 2.050 0.567
C 1.955509 -0.469854 -0.430781 1.031 1.521 -1.424
C -3.423707 -0.471181 0.117125 -1.343 -0.398 0.272
N -0.204687 0.134361 0.455686 -1.301 -0.041 1.145
O 0.067914 1.481418 0.245971 -0.100 -1.000 0.080
F -3.762472 0.611797 -0.456094 0.832 -0.755 0.412
F -3.948032 -0.669774 1.282531 1.363 0.129 -1.624
F -3.156348 -1.482786 -0.616977 0.020 1.150 1.024
H 0.436819 -1.785410 0.436233 -0.524 -0.056 -0.040
H 2.722833 -1.477561 -2.374457 -0.468 -0.002 1.417
H 2.640130 -2.478448 -0.789841 -0.928 0.842 -1.343
H 1.153039 -1.934934 -1.739315 -0.802 -0.796 -0.421
H 0.510955 2.930233 1.720919 -1.324 -1.082 -0.639
H -1.117338 2.119678 2.093116 1.096 -0.382 -1.565
H -0.907354 3.263187 0.646775 0.503 -1.262 0.745
H 1.781059 0.590530 -0.808978 0.657 -1.485 -0.372
H 2.850429 -0.358714 0.197231 -0.501 -0.312 0.248



# 2
17
Properties=species:S:1:pos:R:3:forces:R:3 method="wB97M-V/def2-TZVPD" e_above_lowest_ev=2.128 lumo_ev=0.9264 energy_ev=-9440.9152 smiles=C[C@@]1(CCO)CO1 homo_lumo_gap_ev=10.9
C 1.047596 1.293570 -0.669281 0.119 -0.012 0.287
C 0.597385 -0.080797 -0.206811 -0.326 -0.224 -0.566
C -0.841384 -0.530966 -0.499287 0.080 0.007 0.160
C -1.850236 0.192605 0.395545 -0.064 0.069 -0.338
O -1.683296 -0.176361 1.750307 0.147 0.129 -0.052
C 1.599340 -1.122738 0.062997 0.106 -0.130 -0.218
O 1.042349 -0.365963 1.130859 0.073 0.152 0.216
H 0.855211 1.490058 -1.733229 -0.013 -0.172 0.314
H 0.538018 2.054499 -0.059273 0.060 -0.147 -0.292
H 2.124698 1.399379 -0.469250 -0.339 -0.007 -0.142
H -0.930550 -1.608167 -0.296138 0.080 0.235 -0.035
H -1.099143 -0.386540 -1.560595 0.231 0.111 0.278
H -2.875167 -0.079733 0.109177 0.239 0.065 0.055
H -1.748421 1.284347 0.246240 -0.063 -0.229 0.172
H -0.727310 -0.262996 1.893262 -0.226 -0.027 0.147
H 2.646163 -0.928154 -0.174276 -0.160 0.009 0.198
H 1.304747 -2.172042 0.079751 0.056 0.172 -0.182



# 3
172
Properties=species:S:1:pos:R:3:forces:R:3 method="wB97M-V/def2-TZVPD" s2=0.75 lumo_ev="-2.2116 / -8.0485" energy_ev=-162723.2079 total_charge=+1 homo_lumo_gap_ev="9.0 / 3.1" multiplicity=2
C -2.503187 5.513708 -0.010662 0.163 2.805 1.534
C -3.089897 4.218028 -0.197352 -2.855 -1.818 1.824
C -2.399347 3.579928 -1.311342 -0.107 0.775 -1.828
O -1.487947 4.587318 -1.793872 1.710 -0.467 -0.698
C -1.907837 5.866798 -1.318462 -0.096 -0.382 -0.447
H -1.800427 5.447718 0.819928 0.379 0.635 -0.119
H -3.243787 6.292788 0.170048 -0.033 -0.093 0.790
H -4.145077 4.402118 -0.399342 -0.171 -0.600 -0.193
H -3.055287 3.540808 0.656038 -0.148 0.406 0.352
H -3.186617 3.422708 -2.048622 0.497 -0.623 -0.641
H -1.909167 2.643708 -1.044272 0.422 0.109 -0.284
H -2.586157 6.289658 -2.059522 -0.607 -0.071 0.145
H -1.183107 6.669058 -1.179742 0.930 -0.646 -0.352
C -2.423587 -0.386742 -4.428112 0.230 -1.737 0.195
C -2.832277 0.961778 -3.977792 1.385 2.046 -0.066
C -4.319717 1.178528 -4.352272 1.439 -0.781 1.332
O -4.635057 -0.097482 -4.895312 -0.738 -0.781 0.461
C -3.709907 -1.118242 -4.320152 -1.137 0.561 -2.532
H -1.637247 -0.899152 -3.873862 0.184 0.317 0.369
H -2.078847 -0.398012 -5.462102 -0.181 0.130 -0.059
H -2.114357 1.552418 -4.546852 -0.337 1.120 0.518
H -2.661277 1.096468 -2.909752 0.028 0.152 0.075
H -4.510087 2.082908 -4.930152 0.055 -0.681 -1.058
H -4.879287 1.395048 -3.442272 -0.243 -0.395 0.319
H -3.741897 -1.897832 -5.081282 -0.306 -0.386 0.376
H -3.950907 -1.520892 -3.336332 -0.309 0.387 0.061
C 5.103253 -0.081932 3.324228 0.417 -2.328 -0.436
C 3.677683 -0.075472 2.816918 -1.849 -2.559 1.126
C 3.203843 1.325498 2.677778 1.034 -0.325 0.530
O 4.421603 1.970208 2.676248 2.257 3.161 -0.900
C 5.416743 1.334948 3.506258 -0.815 1.082 0.960
H 5.773253 -0.590022 2.630648 0.045 0.173 -0.226
H 5.128603 -0.698452 4.222758 0.281 0.285 0.178
H 3.103633 -0.532292 3.623068 -0.428 -0.422 -0.163
H 3.489993 -0.687142 1.934468 0.286 0.018 -0.173
H 2.621883 1.697468 3.521028 -0.530 -0.121 -0.001
H 2.672853 1.440858 1.732878 -0.005 0.632 -0.131
H 5.278873 1.619888 4.549278 -0.514 0.199 0.245
H 6.454383 1.634968 3.359988 -0.296 0.232 -1.098
C 0.595033 -1.213262 0.178578 0.786 0.474 2.071
C 0.531023 -0.520202 -1.128642 0.535 -0.058 -1.284
C 1.099553 0.877688 -0.914832 -2.092 -1.197 1.032
O 0.563313 1.171018 0.426018 0.663 -0.352 1.135
C 0.189663 -0.076732 1.161748 0.053 -0.924 -2.398
H 1.597853 -1.486492 0.506918 0.441 0.034 -0.396
H 0.056273 -2.145672 0.347248 -0.567 0.267 -0.380
H -0.525027 -0.405452 -1.373002 0.024 -0.022 -0.623
H 1.114723 -0.959942 -1.937362 -0.425 -0.336 -0.171
H 0.683723 1.575608 -1.641532 0.357 0.570 0.226
H 2.180603 0.929558 -0.785482 0.581 0.075 -0.133
H -0.890557 0.066038 1.190768 -0.452 0.182 0.239
H 0.556293 -0.309472 2.161508 0.319 1.347 0.291
C 2.299493 -7.195742 -0.607102 -0.477 0.176 0.026
C 2.592353 -6.328242 0.604368 0.131 -0.662 0.348
C 2.016393 -4.991842 0.155938 -0.104 -0.252 0.891
O 1.041693 -5.283122 -0.822672 -0.897 0.357 -0.857
C 0.877243 -6.676892 -0.924672 1.260 -1.086 -0.045
H 2.330203 -8.254162 -0.348422 0.169 0.018 -0.410
H 2.956873 -6.893222 -1.422222 0.076 -0.503 -0.169
H 3.613003 -6.320482 0.986868 0.177 0.270 -0.537
H 2.051403 -6.808312 1.419848 -0.428 0.456 0.260
H 2.780283 -4.354212 -0.289012 -0.047 0.218 0.157
H 1.476523 -4.529762 0.982458 0.362 0.564 0.178
H 0.525363 -6.984212 -1.909472 0.010 0.383 -0.118
H 0.185243 -7.088372 -0.189882 -0.297 0.150 0.251
C -2.405227 2.272228 3.630378 0.002 -1.182 0.075
C -1.047477 2.715238 3.057698 0.840 -2.103 1.564
C -0.858627 4.047228 3.686708 -0.780 0.608 -0.118
O -2.170387 4.567148 3.559818 -0.182 2.248 -0.090
C -3.168837 3.570528 3.668168 0.421 -0.301 -1.079
H -2.385767 1.814338 4.619348 0.864 0.343 0.267
H -2.886017 1.447248 3.104678 -0.202 0.361 -0.727
H -0.985557 2.733118 1.969598 -0.302 0.281 -0.047
H -0.262237 2.068708 3.449478 0.140 -0.358 -0.299
H -0.097577 4.609498 3.145638 -0.368 0.590 -0.171
H -0.614147 4.134738 4.745318 0.452 -0.874 0.045
H -3.716137 3.622638 2.726968 -0.788 0.268 0.442
H -3.765887 3.686668 4.572678 -0.172 0.179 -0.190
C 0.011713 -0.286062 6.658668 -0.568 -0.910 -0.023
C -1.234617 0.563148 7.016388 -0.296 -1.019 1.803
C -0.833287 1.991078 6.832088 0.995 -1.386 -0.567
O 0.179263 1.828008 5.775888 -0.350 2.135 -0.121
C 0.553613 0.488658 5.516018 -0.305 0.717 -0.069
H -0.261507 -1.276242 6.293978 -0.147 -0.150 0.251
H 0.799523 -0.446052 7.394788 -0.496 0.384 0.593
H -1.578177 0.399028 8.037718 0.152 -0.160 0.190
H -2.131747 0.346538 6.436438 0.335 -0.319 -0.543
H -0.391417 2.424238 7.729428 0.305 0.041 -0.149
H -1.731597 2.560668 6.593968 0.460 0.444 -0.732
H 1.635853 0.477518 5.386658 0.049 -0.151 0.086
H 0.079243 0.097468 4.615998 -0.038 0.334 -0.522
C 6.123843 -0.746312 -0.881122 0.156 -1.095 1.088
C 6.484213 0.697128 -0.709882 0.968 1.255 -0.670
C 5.185973 1.490248 -0.826042 1.163 -0.720 0.269
O 4.555883 0.686328 -1.781022 -2.253 -0.233 -1.341
C 4.726793 -0.710112 -1.477602 0.104 1.015 0.168
H 6.139283 -1.181752 0.117998 -0.195 -0.533 -0.068
H 6.844773 -1.286622 -1.494642 -0.084 0.048 0.024
H 6.962943 0.968958 -1.650642 0.554 0.252 0.189
H 7.160443 0.930718 0.112468 -0.171 -0.053 0.044
H 5.414043 2.469058 -1.247972 -0.444 0.016 0.003
H 4.611213 1.594678 0.094198 -0.102 -0.027 0.277
H 4.560923 -1.312452 -2.370782 0.158 0.315 -0.122
H 3.962673 -0.995682 -0.754642 -0.149 -0.205 0.342
C -4.040577 -5.189662 -1.333242 0.269 -1.073 -0.392
C -2.582287 -5.104772 -0.779442 -1.500 -0.578 0.845
C -2.222637 -3.761572 -1.277252 0.651 -0.407 -0.767
O -2.881337 -3.687532 -2.528672 0.323 2.222 -1.475
C -3.853847 -4.670992 -2.744682 -0.464 -0.824 1.522
H -4.738537 -4.495132 -0.865732 0.238 -0.013 0.566
H -4.519307 -6.168112 -1.372572 0.205 -0.132 0.429
H -1.899917 -5.842522 -1.201572 -0.316 -0.301 0.178
H -2.595597 -5.097502 0.310448 0.287 -0.469 -0.035
H -1.161927 -3.687362 -1.516992 0.171 0.275 0.357
H -2.509067 -3.027742 -0.523892 -0.282 0.625 -0.320
H -3.508057 -5.463362 -3.408512 0.152 0.120 -0.270
H -4.835227 -4.313682 -3.056662 0.352 0.566 -0.592
C 1.896873 4.901018 -4.608372 1.401 -0.481 -0.630
C 3.172113 4.179358 -4.301742 1.846 -0.022 0.448
O 2.943013 2.796968 -4.453452 -1.121 -2.617 0.083
S 1.577013 2.414008 -5.243022 2.125 -0.157 -2.108
O 0.549353 2.059038 -4.299072 0.602 0.445 -0.614
O 1.872763 1.472538 -6.379352 -1.056 3.715 3.564
O 1.487703 4.043868 -5.702532 -2.328 -1.429 -0.121
H 2.158453 5.859918 -5.055802 -0.446 -0.023 0.023
H 1.295723 5.028828 -3.708162 -0.853 -0.412 -0.515
H 3.601213 4.265618 -3.303472 -0.191 0.456 0.044
H 3.944553 4.383088 -5.043322 -0.007 0.524 0.071
C -1.704827 -4.708992 4.452978 1.826 0.824 -1.731
C -1.581587 -4.820022 2.895408 -0.818 -3.503 1.278
O -1.550147 -3.591222 2.255508 0.563 2.521 -0.433
S -1.392377 -2.412912 3.354178 0.513 -0.671 2.107
O -2.172877 -1.193412 3.072348 1.809 -3.331 0.347
O 0.035453 -2.322852 3.731298 -3.034 0.207 -1.132
O -2.165307 -3.379102 4.475788 -0.629 3.110 0.816
H -0.744947 -4.769612 4.965868 0.091 0.025 -0.032
H -2.358257 -5.466952 4.884988 -0.503 0.651 -0.143
H -2.544947 -5.268792 2.653258 0.245 -0.216 -0.685
H -0.748227 -5.479912 2.654278 -0.019 0.305 -0.504
C -0.492347 -3.957572 -5.032582 1.234 -1.665 -0.190
C 0.966383 -4.503802 -4.811982 -1.527 0.104 -0.163
O 1.843433 -3.649302 -5.555352 0.027 1.636 0.343
S 1.124323 -2.129452 -5.821162 -0.153 -0.124 1.162
O 1.488913 -1.477572 -7.042952 -0.454 -1.952 0.755
O 1.233603 -1.256892 -4.651472 -0.486 -2.230 -0.960
O -0.331877 -2.887632 -5.950222 -0.126 1.652 0.304
H -0.994807 -3.848142 -4.071512 -0.044 1.363 -0.150
H -1.034347 -4.782742 -5.494542 -0.247 0.518 -0.632
H 0.976243 -5.516882 -5.214072 0.664 0.223 -0.255
H 1.072983 -4.580042 -3.729892 1.064 0.469 -0.014
C 1.442913 5.843618 -0.306392 -0.834 -0.352 1.144
C 2.109303 4.515108 0.177458 0.004 1.129 -0.285
O 3.434993 4.786898 -0.181002 3.123 -0.366 -0.009
S 3.911173 6.371268 -0.056072 -0.896 0.027 2.715
O 4.990523 6.688678 -0.959922 -1.967 -0.842 0.981
O 4.039613 6.761308 1.385868 -0.681 -1.246 -4.276
O 2.443573 6.782308 -0.669402 1.852 0.587 0.044
H 0.938863 6.294328 0.548538 -0.664 -0.104 -0.360
H 0.829983 5.658028 -1.188422 -0.131 0.236 0.281
H 1.748213 3.630818 -0.347662 0.224 0.216 -0.489
H 2.032263 4.256698 1.233578 -0.065 0.598 0.224
C -4.905727 -1.056602 0.884378 0.522 -0.877 -1.338
C -4.502447 -0.831392 -0.621452 -0.352 0.242 1.356
O -4.943327 0.498568 -0.845332 -0.681 1.896 -0.238
S -5.903967 1.117908 0.313108 -0.006 1.179 0.862
O -7.126017 1.724098 -0.201082 2.489 -1.904 0.735
O -5.086967 1.933498 1.228868 -1.375 -1.960 -1.794
O -6.162927 -0.380982 0.950068 0.020 1.274 0.252
H -4.170737 -0.698422 1.605208 -0.121 0.493 -0.123
H -5.023137 -2.120892 1.088318 -0.523 0.107 -0.007
H -5.056977 -1.462992 -1.315492 0.129 -0.242 0.183
H -3.432847 -0.839532 -0.831162 -0.043 -0.231 0.114